Record 1
Here is a molecular structure, C9H20ClHgNNbO3 in a non-equilibrium geometry from the OMol25 dataset. Energies are from the ωB97M-V functional and the def2-TZVPD basis.

Last column: natural (NBO) charge in e.
Atoms and positions in Å:
Hg (2.8885, 3.7521, -3.9752)  0.19
Nb (0.3011, 0.4438, 0.2797)  1.64
Cl (0.8534, 1.8396, -3.0916)  0.02
O (1.8343, 3.8916, -1.9480)  -0.54
O (0.5867, -2.5981, -0.0689)  -0.41
O (-0.6829, 1.0593, 1.9105)  -0.96
N (-3.5984, -1.5806, 1.2498)  -0.82
C (-3.3486, -1.1947, -0.1488)  -0.23
C (1.2247, 2.8821, -1.7307)  0.53
C (2.1772, 0.3678, 1.5543)  -0.33
C (0.2010, -1.7767, 0.9195)  -0.18
C (-1.4629, 0.3421, -1.0479)  -0.79
C (0.8182, 2.5953, -0.3335)  -0.78
C (1.9895, -2.7278, -0.2682)  -0.26
C (-2.8246, 0.2419, -0.3371)  -0.43
C (3.3654, 0.6305, 1.0494)  -0.23
H (2.2217, -2.4204, -1.2761)  0.22
H (1.6578, 2.9106, 0.2660)  0.27
H (2.2852, -3.7635, -0.1630)  0.22
H (-1.2837, 0.3713, 2.2200)  0.50
H (-4.2951, -1.2697, -0.6657)  0.21
H (3.8462, 0.0177, 0.3003)  0.26
H (-0.8634, -1.9247, 1.1003)  0.23
H (-1.3829, -0.4984, -1.7332)  0.26
H (0.7331, -1.9538, 1.8474)  0.19
H (-0.0480, 3.1813, -0.0468)  0.29
H (2.5498, -2.1335, 0.4396)  0.18
H (-3.5362, 0.7487, -0.9783)  0.23
H (-2.6620, -1.8960, -0.6103)  0.18
H (-2.8744, 0.7573, 0.6152)  0.20
H (3.9130, 1.4967, 1.4067)  0.25
H (1.3461, -0.0986, -1.1025)  -0.34
H (2.0250, 0.1684, 2.6077)  0.27
H (-1.4729, 1.2275, -1.6755)  0.26
H (-2.9521, -2.2908, 1.5525)  0.35
H (-3.5296, -0.7983, 1.8826)  0.35

Results
Net charge: +1
E_LUMO (eV): -7.239
HOMO level (eV): -10.3
Frontier orbital gap (eV): 3.08

=====

Record 2
Here is a molecular structure, C49H38N3O2P2ReSi from the OMol25 dataset. Energies are from the ωB97M-V functional and the def2-TZVPD basis.

Last column: Löwdin spin population.
Atoms and positions in Å:
Re (0.4711, -0.2910, -0.2833)  0.86
P (-1.1468, 1.3699, -0.8479)  0.00
P (0.0567, -0.6720, 2.2021)  0.03
Si (-0.9514, -2.3227, -0.3715)  0.00
O (6.1869, -0.9777, -5.2426)  0.00
O (6.7491, -1.5374, -3.2361)  0.00
N (0.6209, -0.7389, -2.4092)  0.01
N (2.4908, -0.2207, -0.6623)  0.00
N (5.9599, -1.1775, -4.0807)  0.00
C (-3.7779, 0.9017, -0.2697)  0.00
C (5.2165, -0.3102, -1.2728)  0.01
C (-2.5547, -0.0663, 2.9327)  0.00
C (-0.2700, -2.4367, 2.3941)  0.00
C (-0.9359, -5.1093, 2.7025)  0.00
C (-2.5556, 0.2715, -0.4959)  0.00
C (3.4142, 0.1090, 0.2479)  0.01
C (4.5573, -0.9923, -3.6352)  0.00
C (-3.1843, 1.1810, 4.8899)  0.00
C (-1.0454, 2.9729, 1.4213)  0.00
C (-1.0435, -4.5106, 1.4563)  0.00
C (1.1540, -1.2703, -5.1054)  0.01
C (-2.4533, -1.1423, -0.4097)  0.00
C (2.9196, -0.5743, -1.9171)  0.00
C (0.0134, 2.7368, -4.4819)  0.00
C (-1.3000, 2.9128, 0.0509)  0.00
C (-0.0023, 2.3568, -3.1508)  0.00
C (-4.8480, -1.2223, 0.0419)  0.00
C (-0.1325, -1.1836, -4.6403)  0.00
C (4.2686, -0.6471, -2.2683)  0.00
C (1.8959, -0.8216, -2.8691)  0.01
C (-0.8527, -3.5759, -1.7396)  0.00
C (-1.6224, 5.3024, 1.4307)  0.00
C (-3.5354, 0.4695, 3.7503)  0.00
C (4.7753, 0.0709, -0.0298)  0.00
C (-1.1306, 2.5918, -5.2603)  0.00
C (2.5857, -1.2863, 3.2345)  0.00
C (3.8474, -0.9505, 3.7103)  0.00
C (4.1876, 0.3800, 3.9122)  0.01
C (-3.6221, -1.8551, -0.1224)  0.00
C (-1.1649, 1.8221, -2.5943)  0.00
C (-0.7218, -3.1614, 1.2798)  0.00
C (-0.8584, 0.7935, 4.4122)  0.00
C (-1.7132, 4.0640, -0.6296)  0.00
C (-2.2918, 2.0715, -4.7064)  0.00
C (2.0083, 1.0573, 3.1524)  0.01
C (-0.3587, -0.9286, -3.2849)  0.01
C (-1.8467, 1.3274, 5.2260)  0.00
C (3.2663, 1.3850, 3.6322)  0.00
C (-1.8784, 5.2504, 0.0672)  0.00
C (-0.1822, -3.0328, 3.6488)  0.00
C (-4.9244, 0.1606, -0.0212)  0.00
C (3.5961, -1.1814, -4.5619)  0.00
C (1.6551, -0.2853, 2.9620)  0.02
C (-1.2050, 4.1630, 2.1079)  0.00
C (-1.2066, 0.1125, 3.2439)  0.01
C (-2.3132, 1.6852, -3.3725)  0.00
C (-0.5088, -4.3710, 3.7989)  0.00
C (2.2173, -1.0948, -4.1971)  0.00
H (-0.4335, -4.8382, 4.7711)  0.00
H (-3.8415, 1.9836, -0.2911)  0.00
H (-1.7479, 6.2336, 1.9663)  0.00
H (-3.5895, -2.9349, -0.0195)  0.00
H (0.1398, -2.4599, 4.5105)  0.00
H (3.0553, 0.4295, 1.2139)  0.00
H (-1.3690, -0.8922, -2.9037)  0.00
H (-1.3871, -5.1113, 0.6253)  0.00
H (0.1541, -3.9952, -1.7903)  0.00
H (-1.1183, 2.9008, -6.2965)  0.00
H (-1.5676, 1.8449, 6.1335)  0.00
H (-3.9519, 1.5985, 5.5269)  0.00
H (0.9101, 3.1627, -4.9118)  0.00
H (1.3603, -1.4773, -6.1474)  0.00
H (-1.0101, 4.2015, 3.1709)  0.00
H (5.1648, 0.6362, 4.2994)  0.00
H (-1.5229, -4.4011, -1.4889)  0.00
H (-4.5782, 0.3184, 3.5067)  0.00
H (1.3047, 1.8534, 2.9362)  0.00
H (-3.1862, 1.9768, -5.3065)  0.00
H (3.8812, -1.4084, -5.5809)  0.00
H (3.5269, 2.4218, 3.7966)  0.00
H (2.3352, -2.3285, 3.0847)  0.00
H (-2.8525, -0.6540, 2.0781)  0.00
H (-3.2234, 1.2808, -2.9478)  0.00
H (-1.9085, 4.0432, -1.6925)  0.00
H (0.8889, 2.4928, -2.5456)  0.00
H (4.5588, -1.7327, 3.9388)  0.00
H (-1.1446, -3.2238, -2.7253)  0.00
H (-1.1923, -6.1531, 2.8221)  0.00
H (6.2725, -0.3446, -1.4958)  0.00
H (-5.8706, 0.6639, 0.1240)  0.00
H (0.1740, 0.8961, 4.7133)  0.00
H (5.4711, 0.3518, 0.7468)  0.00
H (-5.7356, -1.8108, 0.2306)  0.00
H (-0.9810, -1.3148, -5.2957)  0.00
H (-2.2055, 6.1370, -0.4575)  0.00
H (-0.7549, 2.0823, 1.9619)  0.00

Results
<S²>: 0.760
Net charge: +3
E_LUMO (spin up / spin down) (eV): -9.851 / -10.121
Spin multiplicity: 2
HOMO level (spin up / spin down) (eV): -16.3 / -16.4
Frontier orbital gap (spin up / spin down) (eV): 6.45 / 6.23

=====

Record 3
Here is 3 unconnected molecules or ions with the total composition CH10NO2 in a non-equilibrium geometry from the OMol25 dataset. Energies are from the ωB97M-V functional and the def2-TZVPD basis.

Last column: natural (NBO) charge in e.
Atoms and positions in Å:
O (-0.1452, -2.1733, -1.6647)  -0.98
O (1.6510, 2.5247, 0.2032)  -0.99
N (0.0939, -0.0722, 0.3420)  -0.69
C (-1.2039, -0.2160, 1.0863)  -0.43
H (-2.0713, -0.1657, 0.4163)  0.24
H (0.0944, -0.7589, -0.4237)  0.47
H (2.4685, 2.5298, -0.3163)  0.50
H (0.9486, -0.1057, 0.8949)  0.45
H (-1.3170, -1.2471, 1.3976)  0.24
H (-1.0408, -2.4839, -1.8423)  0.50
H (-0.0113, 0.8408, -0.1048)  0.45
H (-1.2606, 0.5397, 1.8602)  0.24
H (0.4184, -2.5937, -2.3276)  0.51
H (1.3754, 3.3816, 0.4786)  0.50

Results
Net charge: +1
E_LUMO (eV): -3.182
HOMO level (eV): -15.7
Frontier orbital gap (eV): 12.52

=====

Record 4
Here is a molecular structure, C4H10CsO2 in a non-equilibrium geometry from the OMol25 dataset. Energies are from the ωB97M-V functional and the def2-TZVPD basis.

Last column: Löwdin charge in e.
Atoms and positions in Å:
Cs (-1.6913, -1.2704, 1.1984)  1.50
O (-1.0078, -0.6496, -1.0044)  -0.59
O (0.6290, 0.0564, 1.4592)  -0.42
C (-1.1288, -1.1877, -2.3259)  -0.08
C (0.4209, 0.8847, 0.3280)  -0.22
C (0.2294, 0.0187, -0.8892)  -0.25
C (0.9081, 0.6964, 2.6273)  -0.13
H (0.3152, 0.7111, -1.7266)  0.14
H (-0.5187, 1.4356, 0.3703)  0.13
H (1.3359, 1.4596, 0.1852)  0.15
H (-0.9132, -0.5083, -3.1505)  0.10
H (0.9688, -0.0407, 3.4280)  0.10
H (-0.5011, -2.0636, -2.4900)  0.10
H (1.0591, -0.6871, -0.9276)  0.15
H (-2.1408, -1.5268, -2.5473)  0.10
H (0.1642, 1.4653, 2.8360)  0.10
H (1.8714, 1.2064, 2.6290)  0.10

Results
Net charge: +1
E_LUMO (eV): -3.116
HOMO level (eV): -14.2
Frontier orbital gap (eV): 11.06

=====

Record 5
Here is a gas-phase ion, C7H11N3O2S2 (charge +2) in a non-equilibrium geometry from the OMol25 dataset. Energies are from the ωB97M-V functional and the def2-TZVPD basis.

Last column: natural (NBO) charge in e.
Atoms and positions in Å:
S (1.3526, -2.0294, 0.9438)  2.15
S (1.9766, 1.8862, -0.6521)  0.28
O (1.4646, -2.5455, 2.2526)  -0.76
O (1.7077, -2.6601, -0.2550)  -0.81
N (-0.2930, -1.1524, -1.5698)  -0.52
N (-1.2105, 0.9137, 1.8925)  -0.52
N (1.5495, -0.2585, -2.3612)  -0.57
C (-1.3192, 0.8267, -0.5325)  -0.43
C (1.2333, 0.6091, -1.2181)  -0.02
C (0.6102, -1.1437, -2.5130)  0.42
C (0.1553, -0.7654, 0.7633)  -0.49
C (0.0265, 0.1597, 2.0467)  -0.29
C (-0.1418, -0.1241, -0.4987)  0.04
C (-1.1294, 1.7566, 0.6805)  -0.24
H (-2.2728, 0.3902, -0.3729)  0.24
H (0.2462, -0.5617, 2.8459)  0.30
H (-0.1499, 2.1948, 0.7108)  0.25
H (-1.8671, 0.0974, 1.8682)  0.45
H (2.2650, -0.1636, -3.1115)  0.48
H (0.5768, -1.8538, -3.3019)  0.27
H (-1.0905, -1.8589, -1.6791)  0.47
H (-1.4248, 1.3789, 2.8343)  0.48
H (0.9871, 0.8482, 1.9742)  0.25
H (-1.8743, 2.6390, 0.6296)  0.29
H (-1.3781, 1.4166, -1.3767)  0.27

Results
Net charge: +2
E_LUMO (spin up / spin down) (eV): -8.496 / -8.495
SMILES: O=S(=O)=C1C[NH2+]CC[C@]12[NH+]=CNC2=S
HOMO level (spin up / spin down) (eV): -16.4 / -16.4
Frontier orbital gap (spin up / spin down) (eV): 7.89 / 7.89